C9H10O4 | the ωB97M-V functional and the def2-TZVPD basis

Last column: Mulliken charge in e.
Cartesian coordinates (Å):
1 C -1.248 -2.583 0.022  -0.84
2 H -1.859 -3.413 0.007  0.34
3 O -1.855 -1.347 0.314  -0.49
4 C -1.437 -0.222 0.161  0.58
5 C -2.400 0.664 0.144  -0.44
6 C -2.114 2.079 0.233  -0.32
7 C -0.824 2.365 0.119  -0.44
8 C 0.188 1.508 -0.268  -0.67
9 C -0.201 0.176 -0.124  0.79
10 O 0.838 -0.915 -0.087  -0.50
11 C 1.954 -0.406 -0.728  -0.60
12 H 2.313 -1.488 -1.129  0.35
13 H 1.894 -0.196 -1.769  0.55
14 C 3.065 0.160 0.208  0.55
15 O 3.999 0.628 -0.371  -0.52
16 O 2.700 -0.100 1.591  -0.52
17 H 1.961 -0.704 1.629  0.39
18 H 1.207 1.702 -0.219  0.47
19 H -0.323 3.629 -0.205  0.11
20 H -2.836 2.987 0.385  0.28
21 H -3.498 0.554 0.379  0.29
22 H -1.070 -2.404 -0.940  0.38
23 H -0.453 -2.671 0.647  0.26

## Properties
lowest unoccupied orbital energy = 0.5 eV
frontier orbital gap = 9.22 eV
relative energy (zero: lowest compared OMol25 entry of this formula, charge and spin) = 689.1 kJ/mol
total energy = -649.675519 Eh
charge = 0



C10H20ClO7PS | the ωB97M-V functional and the def2-TZVPD basis

Last column: Mulliken charge in e.
Cartesian coordinates (Å):
1 C 1.541 1.522 -2.356  -1.19
2 C 0.194 1.090 -2.919  -0.03
3 O -0.879 1.774 -2.276  -0.40
4 C -1.950 0.998 -1.797  -0.77
5 C -2.051 0.949 -0.248  -0.85
6 C -0.821 1.410 0.490  0.70
7 O -0.981 2.737 1.073  -0.59
8 S 0.428 3.014 1.755  1.28
9 O 0.257 3.926 2.818  -0.61
10 O 1.423 3.244 0.765  -0.57
11 O 0.637 1.515 2.288  -0.39
12 C -0.330 0.592 1.704  0.80
13 C 0.418 -0.651 1.193  -0.66
14 C -0.284 -2.017 1.235  -0.60
15 C 0.191 -2.887 0.088  -0.75
16 O 1.595 -3.007 0.166  -0.36
17 C 2.204 -3.233 -1.084  -0.66
18 P -1.801 0.241 2.883  0.18
19 O -1.184 -0.940 3.826  -0.46
20 Cl -1.709 1.818 4.175  -0.21
21 H 1.807 0.965 -1.457  0.22
22 H 2.325 1.332 -3.091  0.43
23 H 1.538 2.586 -2.127  0.31
24 H 0.072 0.007 -2.815  0.11
25 H 0.152 1.332 -3.984  0.39
26 H -1.904 -0.020 -2.196  0.31
27 H -2.872 1.439 -2.178  0.36
28 H -2.867 1.598 0.075  0.55
29 H -2.326 -0.055 0.080  0.35
30 H 0.044 1.503 -0.164  -0.01
31 H 1.388 -0.696 1.686  0.55
32 H 0.646 -0.453 0.140  -0.25
33 H -1.372 -1.936 1.184  0.43
34 H -0.065 -2.535 2.168  0.47
35 H -0.276 -3.877 0.153  0.42
36 H -0.107 -2.441 -0.872  0.33
37 H 1.748 -4.078 -1.611  0.31
38 H 3.253 -3.460 -0.909  0.26
39 H 2.137 -2.345 -1.725  0.22
40 H -0.218 -0.961 3.864  0.39

## Properties
lowest unoccupied orbital energy = 0.5 eV
frontier orbital gap = 9.98 eV
relative energy (zero: lowest compared OMol25 entry of this formula, charge and spin) = 0.0 kJ/mol
total energy = -2119.425609 Eh
charge = 0



C13H49NO14S | the ωB97M-V functional and the def2-TZVPD basis

Last column: Mulliken charge in e.
Cartesian coordinates (Å):
1 C 4.480 -2.963 -0.859  -0.65
2 C 5.167 -1.704 -1.361  -0.26
3 O 4.481 -0.457 -1.159  -0.26
4 O 3.952 -0.404 0.175  -0.11
5 S 2.325 -0.114 0.226  0.78
6 O 1.942 0.474 -1.045  -0.63
7 O 1.845 -1.648 0.216  -0.20
8 C 0.604 -1.946 -0.561  -0.90
9 N 0.809 -2.166 -1.940  -0.17
10 H 5.144 -3.811 -1.070  0.41
11 H 4.308 -2.928 0.221  0.22
12 H 3.532 -3.141 -1.374  -0.04
13 H 6.174 -1.609 -0.932  0.29
14 H 5.254 -1.731 -2.456  0.26
15 H 0.217 -2.842 -0.070  0.31
16 H -0.118 -1.140 -0.397  0.50
17 H 1.041 -1.317 -2.434  0.18
18 H 1.495 -2.881 -2.136  0.28
19 C 2.310 -1.604 4.541  -0.58
20 O 1.794 -0.858 3.444  -0.48
21 H 2.213 -0.990 5.432  0.25
22 H 1.744 -2.530 4.689  0.34
23 H 3.366 -1.852 4.404  0.22
24 H 1.878 -1.398 2.654  0.25
25 C 4.391 1.083 6.256  -0.52
26 O 4.247 -0.150 6.947  -0.49
27 H 3.710 1.788 6.726  0.22
28 H 5.408 1.479 6.331  0.29
29 H 4.122 0.993 5.199  0.21
30 H 4.835 -0.791 6.539  0.28
31 C -2.537 -0.303 -1.907  -0.30
32 O -2.518 -0.827 -0.585  -0.52
33 H -1.787 -0.854 -2.473  0.27
34 H -3.510 -0.458 -2.378  0.01
35 H -2.298 0.762 -1.934  0.27
36 H -3.191 -0.374 -0.073  0.27
37 C 1.605 -4.498 -5.404  -0.58
38 O 1.537 -4.098 -4.043  -0.48
39 H 2.658 -4.637 -5.639  0.21
40 H 1.083 -5.442 -5.579  0.26
41 H 1.197 -3.737 -6.073  0.26
42 H 0.616 -3.957 -3.804  0.24
43 C 3.458 3.372 -0.337  -0.46
44 O 2.397 3.428 -1.276  -0.56
45 H 3.739 4.394 -0.089  0.29
46 H 3.147 2.866 0.583  0.16
47 H 4.332 2.858 -0.746  0.19
48 H 2.150 2.518 -1.475  0.43
49 C -5.251 3.187 -2.834  -0.52
50 O -4.403 2.121 -3.296  -0.45
51 H -5.232 3.178 -1.749  0.21
52 H -4.886 4.152 -3.191  0.26
53 H -6.283 3.044 -3.161  0.29
54 H -4.418 2.128 -4.255  0.24
55 C -7.116 2.308 1.011  -0.53
56 O -6.926 3.237 -0.049  -0.44
57 H -6.848 1.334 0.608  0.15
58 H -6.473 2.531 1.867  0.28
59 H -8.156 2.280 1.347  0.27
60 H -7.151 4.115 0.263  0.26
61 C 4.355 -4.502 6.426  -0.56
62 O 5.188 -3.777 5.525  -0.48
63 H 4.235 -3.891 7.317  0.21
64 H 3.370 -4.692 5.992  0.26
65 H 4.816 -5.452 6.707  0.30
66 H 5.297 -4.310 4.735  0.28
67 C -3.466 7.193 -2.115  -0.57
68 O -3.694 5.954 -1.460  -0.46
69 H -4.190 7.898 -1.712  0.22
70 H -2.462 7.580 -1.926  0.26
71 H -3.618 7.121 -3.197  0.27
72 H -3.060 5.316 -1.795  0.28
73 C -6.645 -0.559 -2.433  -0.63
74 O -5.900 0.262 -1.554  -0.33
75 H -7.367 -1.106 -1.829  0.24
76 H -7.193 0.029 -3.176  0.27
77 H -6.014 -1.286 -2.954  0.26
78 H -5.258 0.752 -2.084  0.18

## Properties
lowest unoccupied orbital energy = 0.5 eV
frontier orbital gap = 10.12 eV
total energy = -2030.698857 Eh
charge = 0